Entry 1:
{
  "formula": "C22H55CeClP2Si",
  "method": "the ωB97M-V functional and the def2-TZVPD basis",
  "elements": ["Ce", "Cl", "P", "C", "C", "C", "C", "H", "C", "H", "H", "H", "H", "H", "H", "H", "C", "C", "H", "H", "H", "H", "H", "H", "C", "H", "C", "H", "H", "H", "H", "H", "H", "H", "H", "P", "C", "C", "C", "C", "H", "C", "H", "H", "H", "H", "H", "H", "H", "C", "C", "H", "H", "H", "H", "H", "H", "C", "H", "C", "H", "H", "H", "H", "H", "H", "C", "Si", "C", "C", "C", "H", "H", "H", "H", "H", "H", "H", "H", "H", "H", "H"],
  "coordinates": [[-1.1392, 0.5725, -0.0065], [1.2347, 0.5871, -1.0905], [-2.0988, 1.0834, -2.7454], [-1.7678, 0.2680, -4.3664], [-3.9225, 0.8755, -2.4060], [-1.8165, 2.8621, -3.1705], [-1.0818, -1.0900, -4.1487], [-1.0350, 0.9388, -4.8512], [-3.0080, 0.1930, -5.2596], [-3.7964, -0.4429, -4.8313], [-2.7185, -0.2258, -6.2331], [-3.4436, 1.1824, -5.4511], [-0.1630, -0.9736, -3.5578], [-0.8069, -1.5151, -5.1213], [-1.7343, -1.8090, -3.6308], [-0.8755, 2.7985, -3.7405], [-1.5479, 3.7340, -1.9399], [-2.9022, 3.4152, -4.0794], [-2.8413, 2.9990, -5.0880], [-2.7696, 4.4971, -4.1777], [-3.9148, 3.2343, -3.7020], [-0.6661, 3.4032, -1.3673], [-2.4167, 3.8012, -1.2656], [-1.3284, 4.7508, -2.2992], [-4.2715, -0.6073, -2.2012], [-4.4233, 1.2451, -3.3166], [-4.3954, 1.7271, -1.2142], [-4.2958, -1.1628, -3.1473], [-5.2688, -0.6779, -1.7420], [-3.5714, -1.1297, -1.5297], [-3.7723, 1.6242, -0.2965], [-5.4114, 1.3946, -0.9427], [-4.4461, 2.7963, -1.4653], [-1.5075, -0.9625, -0.9329], [-1.0503, 2.1800, 0.8566], [3.5323, -0.7442, 1.2474], [4.8016, 0.5510, 0.9548], [3.5151, -1.0889, 3.0588], [3.9756, -2.2560, 0.2843], [4.0986, 1.9233, 0.8492], [5.1946, 0.2926, -0.0446], [5.9739, 0.5770, 1.9351], [5.6595, 0.7835, 2.9682], [6.6584, 1.3783, 1.6298], [6.5372, -0.3627, 1.9221], [3.2782, 1.8935, 0.1164], [4.8228, 2.6804, 0.5224], [3.6811, 2.2520, 1.8102], [4.2829, -1.8166, -0.6835], [2.6963, -3.0898, 0.0411], [5.1494, -3.0687, 0.8357], [6.0953, -2.5242, 0.7244], [5.2289, -3.9855, 0.2367], [5.0372, -3.3641, 1.8855], [1.8378, -2.4510, -0.2333], [2.4321, -3.6972, 0.9172], [2.8840, -3.7715, -0.8024], [2.9231, 0.1338, 3.7742], [4.5835, -1.2162, 3.3110], [2.7220, -2.3437, 3.4142], [3.5974, 0.9958, 3.7736], [2.7196, -0.1262, 4.8191], [1.9641, 0.4470, 3.3214], [1.7074, -2.3164, 2.9876], [2.6239, -2.3876, 4.5071], [3.2219, -3.2623, 3.0956], [-1.7952, 0.9160, 3.6830], [-2.0347, -0.7490, 2.8241], [-2.1783, -2.0696, 4.1405], [-3.6611, -0.6595, 1.8637], [-0.6224, -1.0025, 1.6599], [-2.4093, 0.8929, 4.5939], [-2.1080, 1.7691, 3.0668], [-0.7442, 1.0547, 3.9725], [-3.0310, -1.8379, 4.7929], [-2.3434, -3.0637, 3.7054], [-1.2742, -2.1113, 4.7632], [-3.9800, 0.3738, 1.6525], [-3.6714, -1.2459, 0.9309], [-4.4072, -1.1023, 2.5411], [0.4258, -0.7887, 1.9582], [-0.6273, -1.9783, 1.1331]],
  "forces_ev_per_a": [[1.504, -0.248, -0.247], [-0.582, 0.209, -0.195], [-0.017, -0.048, 0.356], [0.041, -0.095, 0.023], [0.095, 0.216, -0.560], [0.008, -0.357, 0.008], [0.008, -0.054, -0.117], [-0.227, -0.220, 0.178], [-0.047, -0.116, -0.378], [0.351, 0.171, -0.266], [-0.140, 0.004, 0.179], [0.101, -0.371, 0.056], [-0.291, -0.030, -0.075], [-0.062, -0.010, 0.115], [0.159, 0.251, -0.117], [-0.176, 0.114, 0.164], [-0.015, 0.276, -0.068], [-0.010, 0.541, -0.249], [0.002, 0.066, 0.167], [-0.111, -0.018, -0.028], [0.176, 0.116, -0.005], [-0.331, -0.013, -0.157], [0.316, -0.042, -0.176], [-0.066, -0.170, 0.234], [-0.190, -0.170, 0.169], [-0.187, -0.205, 0.421], [-0.086, -0.010, 0.030], [0.047, 0.111, 0.356], [0.175, -0.031, -0.201], [-0.116, 0.237, -0.233], [-0.309, 0.064, -0.461], [0.350, 0.201, 0.035], [0.112, -0.320, 0.146], [-0.444, -1.409, -0.883], [-0.082, 1.822, 0.959], [-2.281, 0.456, -0.387], [0.283, -0.080, 0.027], [1.004, -0.040, -0.265], [0.292, 0.288, 0.408], [0.116, -0.049, -0.219], [-0.077, 0.158, 0.221], [0.238, 0.258, -0.161], [0.049, -0.062, -0.289], [0.032, -0.091, 0.186], [-0.111, 0.105, 0.066], [0.297, -0.038, 0.308], [-0.070, -0.036, 0.087], [0.097, -0.152, -0.156], [-0.147, -0.193, 0.256], [0.219, 0.001, -0.284], [0.050, -0.356, -0.530], [-0.183, -0.064, 0.110], [0.196, -0.022, 0.191], [-0.080, 0.128, -0.200], [0.406, -0.201, 0.211], [0.031, 0.195, -0.191], [-0.092, 0.018, 0.244], [-0.115, -0.012, 0.085], [-0.417, -0.074, 0.593], [-0.069, 0.001, 0.169], [-0.113, -0.107, -0.079], [0.059, 0.079, -0.036], [0.396, -0.166, 0.074], [0.289, -0.028, 0.076], [-0.044, -0.084, -0.153], [-0.128, 0.117, -0.047], [-0.188, -0.207, 0.134], [1.331, -0.179, 0.295], [-0.316, -0.088, 0.211], [-0.169, -0.058, -0.080], [0.001, -0.459, -0.224], [0.121, 0.249, -0.099], [0.123, -0.098, 0.154], [-0.264, 0.002, -0.054], [0.107, -0.140, 0.016], [0.063, 0.174, 0.071], [-0.172, 0.034, -0.201], [-0.007, -0.262, 0.035], [-0.026, 0.111, 0.224], [-0.025, 0.191, -0.322], [-0.580, 0.064, 0.078], [-0.081, 0.251, 0.266]],
  "orbital_gap_ev": [6.791, 7.075],
  "total_energy_ev": -75610.234,
  "charge": 0,
  "lumo_ev": [0.0764, 0.3607]
}

---

Entry 2:
{
  "formula": "C4H8N2",
  "method": "the ωB97M-V functional and the def2-TZVPD basis",
  "elements": ["H", "N", "N", "C", "C", "C", "C", "H", "H", "H", "H", "H", "H", "H"],
  "coordinates": [[-3.4379, 1.2519, 0.0472], [-2.4095, 1.1079, 0.3211], [-2.1543, -0.0730, 0.1536], [-0.5458, -0.4719, 0.0291], [-0.4213, -1.6979, -0.4100], [0.4288, 0.6267, 0.3628], [1.8727, 0.3719, -0.1458], [-1.2307, -2.4045, -0.3813], [0.5751, -2.0694, -0.5328], [0.3117, 0.9360, 1.3690], [-0.0121, 1.5682, -0.0752], [2.5742, 1.1873, -0.3879], [1.9292, -0.2568, -1.0586], [2.5199, -0.0764, 0.7086]],
  "forces_ev_per_a": [[1.154, -0.406, 1.099], [-0.365, 0.531, -0.942], [2.134, -1.248, -0.843], [-3.020, 2.144, 1.239], [0.612, -0.330, 0.789], [-0.402, 1.051, -2.650], [1.721, -0.875, 1.529], [-0.362, 0.107, -0.463], [0.379, -0.335, -0.307], [0.408, -0.378, 1.443], [0.460, -0.862, -0.266], [-1.145, 0.599, 0.040], [-0.293, 0.057, 0.782], [-1.281, -0.056, -1.448]],
  "orbital_gap_ev": 9.625,
  "total_energy_ev": -7254.847,
  "smiles": "[H]/N=N/C(=C)CC",
  "relative_energy_kcal_mol": 69.8,
  "charge": 0,
  "lumo_ev": 0.9012
}